Record 1
Molecular formula: C10H15P
Method: DFT, the ωB97M-V functional and the def2-TZVPD basis

Calculated values
Energy relative to the best compared isomer or geometry (same formula, charge and spin) (kJ/mol): 504.4
Electronic energy (eV): -19894.9641
Frontier orbital gap (alpha / beta) (hartree): 0.285 / 0.255
Max |F| (eV Å⁻¹): 3.15
2S+1: 1

Geometry as XYZ:
```
26
C10H15P, DFT the ωB97M-V functional and the def2-TZVPD basis
P -2.51211 -0.14313 0.29580
C -1.58086 1.14312 -0.74998
C 1.49983 -1.23498 -1.00629
C -1.45686 -0.90479 1.42245
C -0.06255 1.07899 -0.75481
C 1.89969 1.26938 1.05203
C 0.31898 -0.50445 -0.39353
C -0.82556 -1.29328 0.12849
C -1.89185 -2.02527 2.30057
C 0.59668 1.81912 -1.87853
C 0.70733 0.72774 0.40720
H -1.76914 2.10224 -0.34180
H 1.23786 -2.22966 -0.84749
H 1.55720 1.28846 -2.13021
H -2.59572 -1.64066 3.02812
H 2.42382 -0.88503 -0.41701
H -0.16626 1.58909 -2.75728
H -2.44477 -2.90069 1.78378
H 0.69010 2.93647 -1.50841
H 1.44253 1.75550 1.89462
H 2.29212 2.19430 0.48372
H 1.81897 -1.07774 -2.09286
H -1.97282 1.13757 -1.71793
H -1.00986 -2.25770 -0.31484
H -0.94226 -2.55223 2.78297
H 2.74553 0.60763 1.33120
```

Record 2
Molecular formula: C10H15P
Method: DFT, the ωB97M-V functional and the def2-TZVPD basis

Calculated values
Energy relative to the best compared isomer or geometry (same formula, charge and spin) (kJ/mol): 161.9
SMILES string: C=P1=C(C)C(C)=C(C)C(C)=C1
Electronic energy (eV): -19898.5132
Frontier orbital gap (alpha / beta) (hartree): 0.272 / 0.255
Max |F| (eV Å⁻¹): 0.89
2S+1: 1

Geometry as XYZ:
```
26
C10H15P, DFT the ωB97M-V functional and the def2-TZVPD basis
P 1.45926 1.60247 0.67831
C 0.09000 -0.77716 0.06831
C -1.12878 2.83973 0.50926
C -0.30711 -2.18593 0.35550
C 1.34603 -1.47538 -2.03134
C 1.61231 0.31883 1.88057
C -2.30600 0.00380 0.10103
C 1.90499 0.58759 -0.75256
C -0.84343 0.31970 0.24597
C -0.37057 1.55419 0.51847
C 1.14769 -0.51322 -0.89666
H -2.90934 0.89819 0.21706
H 1.15805 0.50083 2.84900
H -0.95176 -2.58519 -0.43341
H 2.00130 -1.03754 -2.78152
H -1.24619 3.19622 -0.51581
H -2.62109 -0.72735 0.84523
H 2.59612 -0.13573 1.94597
H 0.57671 -2.81656 0.42531
H 1.79680 -2.40513 -1.68353
H -2.11997 2.73483 0.94822
H -2.49926 -0.41729 -0.88662
H 0.39213 -1.71966 -2.49578
H 2.64356 0.90101 -1.47340
H -0.57162 3.59071 1.06500
H -0.84983 -2.25196 1.29743
```

Record 3
Molecular formula: C10H16
Method: DFT, the ωB97M-V functional and the def2-TZVPD basis

Calculated values
Energy relative to the best compared isomer or geometry (same formula, charge and spin) (kJ/mol): 74.3
Electronic energy (eV): -10627.5402
Frontier orbital gap (alpha / beta) (hartree): 0.090 / 0.246
Max |F| (eV Å⁻¹): 2.32
Expectation value of S²: 0.76
2S+1: 2
Charge: -1

Geometry as XYZ:
```
26
C10H16, DFT the ωB97M-V functional and the def2-TZVPD basis
C 1.27532 -0.55477 -0.32858
C -3.95042 -1.54811 0.44022
C 1.28933 0.56892 -1.16547
C -3.03163 0.83163 0.68548
C 2.84615 1.67582 0.29098
C 2.01244 -0.51337 0.84410
C -3.60840 -0.22081 -0.26935
C 0.70644 -1.85046 -0.84072
C 2.09062 1.73356 -0.88552
C 2.84619 0.62824 1.18086
H -3.59135 1.10917 1.57012
H -2.10884 0.33950 1.01367
H -3.93210 -2.41018 -0.21194
H -2.92197 -0.41826 -1.09407
H 0.74951 0.55855 -2.11553
H -2.69324 1.61442 0.00750
H 3.36121 0.65902 2.13055
H -0.38840 -1.87746 -0.88575
H 3.55868 2.49940 0.40126
H 1.13449 -1.86675 -1.85037
H -3.20854 -1.59896 1.24697
H 1.00330 -2.76018 -0.31664
H 2.12332 2.48300 -1.66204
H -4.84116 -1.48065 1.07430
H 1.93057 -1.39100 1.48167
H -4.50967 0.10938 -0.80482
```